#a
A cluster of 2 separate species, C2H10N2O2 in total, computed with ωB97M-V/def2-TZVPD.

Calculated values
- Structure (SMILES): NCO.NCO
- LUMO energy: 0.689 eV
- Molecular weight: 94.1 g mol⁻¹
- HOMO-LUMO gap: 10.0 eV

Structure (ORCA input):
```
! RIJCOSX wB97M-V def2-TZVPD def2/J DEFGRID3
* xyz 0 1
N 1.0204 -3.1604 -0.5497
C 0.0665 -2.0875 -0.3098
O 0.7351 -1.2053 0.6079
H 1.9200 -2.9406 -0.9021
H 1.2303 -3.5569 0.3341
H -0.2676 -1.5339 -1.1013
H -0.8171 -2.4796 0.3017
H 0.5630 -0.3143 0.5066
N 0.1264 3.0020 0.3021
C -0.8567 2.1637 -0.4508
O -1.0010 0.8902 0.2129
H -0.2104 3.3157 1.1447
H 0.9255 2.4029 0.5385
H -1.8226 2.6379 -0.3448
H -0.4014 1.9799 -1.4311
H -1.2104 0.8862 1.1408
*
```

Atomic partial charges in e from the Löwdin method, atoms 1 to 6:
1. N 0.02
2. C -0.30
3. O -0.09
4. H 0.05
5. H 0.05
6. H 0.07

=====

#b
A cluster of 2 separate species, C2H10N2O2 in total, computed with ωB97M-V/def2-TZVPD.

Calculated values
- Structure (SMILES): NCO.NCO
- LUMO energy: 0.913 eV
- Molecular weight: 94.1 g mol⁻¹
- HOMO-LUMO gap: 10.4 eV

Structure (ORCA input):
```
! RIJCOSX wB97M-V def2-TZVPD def2/J DEFGRID3
* xyz 0 1
N -2.4889 -0.1154 0.4570
C -1.6137 -0.0148 -0.7289
O -1.0581 1.2702 -0.8534
H -3.3247 -0.6042 0.1933
H -2.0471 -0.6800 1.1767
H -2.2768 -0.3482 -1.5354
H -0.7789 -0.7106 -0.6389
H -1.5375 1.7925 -0.1862
N 1.1108 0.1641 1.0196
C 1.9772 -0.5900 0.1574
O 3.0832 0.1189 -0.3522
H 0.4752 0.8403 0.6158
H 1.6980 0.6344 1.6864
H 1.4244 -1.0683 -0.6582
H 2.4318 -1.3787 0.7614
H 2.9250 0.6897 -1.1145
*
```

Atomic partial charges in e from the Löwdin method, atoms 1 to 6:
1. N 0.02
2. C -0.35
3. O -0.08
4. H 0.05
5. H 0.07
6. H 0.11

=====

#c
A cluster of 3 separate species, C2H10N2O2 in total, computed with ωB97M-V/def2-TZVPD.

Calculated values
- Structure (SMILES): N/C=C\N.O.O
- LUMO energy: 0.367 eV
- Molecular weight: 94.1 g mol⁻¹
- HOMO-LUMO gap: 8.2 eV

Structure (ORCA input):
```
! RIJCOSX wB97M-V def2-TZVPD def2/J DEFGRID3
* xyz 0 1
N 0.4987 -0.4297 0.1103
C 0.4061 -1.5880 0.9702
C 1.1516 -2.6707 0.5774
N 1.1835 -2.9390 -0.8127
H 1.0647 0.2670 0.5813
H -0.4154 -0.0401 -0.0967
H -0.0612 -1.4142 1.9468
H 1.6732 -3.4277 1.2064
H 0.9766 -3.9056 -1.0181
H 0.3977 -2.4392 -1.2411
O -2.8369 3.0760 -0.9035
H -2.6095 2.9087 0.0113
H -3.4005 2.3893 -1.2746
O 0.9823 3.2190 0.2036
H 0.8520 4.1424 -0.0513
H 0.1370 2.8517 -0.2091
*
```

Atomic partial charges in e from the Löwdin method, atoms 1 to 6:
1. N -0.02
2. C -0.23
3. C -0.19
4. N -0.01
5. H 0.06
6. H 0.05

=====

Energy ordering: #b at the bottom, the next structure 16.2 kcal/mol above.

=====

#a
The ion C3H7N4O with charge +1, computed with ωB97M-V/def2-TZVPD.

Calculated values
- LUMO energy (spin up / spin down): -6.906 / -5.149 eV
- Molecular weight: 115.1 g mol⁻¹
- HOMO-LUMO gap (spin up / spin down): 5.4 / 8.5 eV

Structure (ORCA input):
```
! RIJCOSX wB97M-V def2-TZVPD def2/J DEFGRID3
* xyz 1 1
C 0.4907 -1.0065 -1.0326
C -1.7577 0.8063 -0.7445
C 0.2385 0.5400 0.6475
N 0.9730 -0.5541 0.0391
N -0.6080 1.3290 -0.2588
N -2.3018 -0.2079 -0.2361
N 2.2063 -0.6376 0.6769
O -2.8010 -1.2620 -0.0733
H 0.8044 -1.9054 -1.5879
H -2.2602 1.1236 -1.6269
H -0.4529 0.0789 1.3666
H 0.9833 1.1985 1.1583
H -0.2315 2.2689 -0.4994
H 2.6413 -1.5720 0.5725
H 2.0757 -0.1996 1.5986
*
```

Atomic partial charges in e from the Löwdin method, atoms 1 to 6:
1. C 0.17
2. C -0.12
3. C -0.14
4. N -0.27
5. N 0.04
6. N 0.00

=====

#b
A structure of composition C3H7N4O, computed with ωB97M-V/def2-TZVPD.

Calculated values
- LUMO energy: -3.553 eV
- Molecular weight: 115.1 g mol⁻¹
- HOMO-LUMO gap: 9.1 eV

Structure (ORCA input):
```
! RIJCOSX wB97M-V def2-TZVPD def2/J DEFGRID3
* xyz 1 1
C -1.2212 0.2687 -0.9324
C -0.2426 1.9570 -0.4382
C -0.4213 -0.4795 -0.2125
N 0.6561 1.5181 0.3147
N 0.6011 0.1813 0.4923
N -0.3188 -1.9235 0.0622
N 1.5436 -0.5645 1.1798
O -0.5941 3.1367 -0.8096
H -2.0630 0.1743 -1.5686
H -0.2505 -2.4877 -0.7919
H -1.1017 -2.2705 0.6292
H 1.5505 -0.3322 2.1761
H 2.4877 -0.4025 0.8222
H 0.5828 -1.9348 0.6324
H -1.2087 3.1588 -1.5556
*
```

Atomic partial charges in e from the Löwdin method, atoms 1 to 6:
1. C 0.18
2. C -0.24
3. C -0.32
4. N 0.14
5. N -0.21
6. N 0.24

=====

Energy ordering: #b at the bottom, the next structure 96.9 kcal/mol above.

=====

#a
A cluster of 2 separate species, C5H14N3 in total, computed with ωB97M-V/def2-TZVPD.

Calculated values
- LUMO energy: -3.191 eV
- Molecular weight: 116.2 g mol⁻¹
- HOMO-LUMO gap: 9.5 eV

Structure (ORCA input):
```
! RIJCOSX wB97M-V def2-TZVPD def2/J DEFGRID3
* xyz 1 1
N -2.1538 -1.9464 -1.2176
C -1.0309 -1.2040 -0.5253
C -0.4932 -1.9121 1.8292
C -1.2322 -1.2105 0.9544
H -1.9779 -1.8133 -2.2323
H -3.0208 -1.4397 -1.0586
H -0.9625 -0.1751 -0.9061
H -0.0806 -1.7334 -0.7783
H -0.6770 -1.9010 2.9028
H 0.1522 -2.6820 1.4134
H -2.0670 -0.6415 1.3338
C 1.3955 0.9836 -0.1459
C 1.1638 2.2190 -0.5735
N 0.9442 2.6691 -1.8768
N 1.5714 0.6234 1.2337
H 1.4133 0.1010 -0.7798
H 1.1951 3.0597 0.1584
H 0.3232 3.4461 -1.9098
H 0.7077 1.9563 -2.5704
H 2.4543 0.1785 1.3902
H 0.8370 -0.0322 1.5486
H 1.5382 1.4546 1.8095
*
```

Atomic partial charges in e from the Löwdin method, atoms 1 to 6:
1. N 0.00
2. C -0.30
3. C 0.00
4. C -0.19
5. H 0.08
6. H 0.06

=====

#b
A cluster of 2 separate species, C5H14N3 in total, computed with ωB97M-V/def2-TZVPD.

Calculated values
- LUMO energy: -3.039 eV
- Molecular weight: 116.2 g mol⁻¹
- HOMO-LUMO gap: 8.3 eV

Structure (ORCA input):
```
! RIJCOSX wB97M-V def2-TZVPD def2/J DEFGRID3
* xyz 1 1
C -0.5734 2.3629 -0.6105
C -1.0701 1.2483 -1.4669
C -1.9183 1.2774 -2.4680
N -0.4436 -0.0587 -1.1226
H -1.1647 3.2507 -0.8132
H -0.6606 2.1253 0.4530
H 0.4791 2.5900 -0.8012
H -2.1881 0.3760 -3.0056
H -2.3840 2.1952 -2.7926
H -0.1017 -0.0987 -0.1492
H 0.3881 -0.2353 -1.6952
H -1.0323 -0.8842 -1.2613
C 0.6038 -1.4662 2.0287
C 1.5194 -1.2760 1.0745
N 1.4962 -1.9239 -0.2082
N 0.6498 -0.8866 3.2970
H -0.1796 -2.2020 1.8749
H 2.3249 -0.5619 1.2013
H 0.9061 -2.7513 -0.1588
H 2.4185 -2.2797 -0.4403
H -0.2578 -0.7690 3.7231
H 1.1880 -0.0324 3.3414
*
```

Atomic partial charges in e from the Löwdin method, atoms 1 to 6:
1. C -0.03
2. C -0.34
3. C 0.11
4. N 0.20
5. H 0.10
6. H 0.09

=====

#c
A structure of composition C5H14N3, computed with ωB97M-V/def2-TZVPD.

Calculated values
- LUMO energy: -4.816 eV
- Molecular weight: 116.2 g mol⁻¹
- HOMO-LUMO gap: 7.6 eV

Structure (ORCA input):
```
! RIJCOSX wB97M-V def2-TZVPD def2/J DEFGRID3
* xyz 1 1
C 1.1804 1.3038 -1.4596
C 0.4419 -0.0664 -1.5489
C 0.7763 -0.9548 -0.2960
C -0.1041 -0.4728 0.9588
C -1.5077 -0.2699 0.9688
N -1.9702 0.4058 2.2200
N 0.5665 -0.1344 2.2224
N 0.5579 -0.7674 -2.8056
H 0.4165 2.0737 -1.3332
H 1.8302 1.2157 -0.6155
H 1.7035 1.6613 -2.3540
H -0.6526 0.1272 -1.5099
H 1.7705 -0.6926 -0.0036
H 0.4260 -1.9651 -0.4359
H -2.1590 -0.2367 0.0810
H -1.0121 0.4515 2.7480
H -2.5734 -0.1919 2.8456
H -2.4974 1.2817 2.0938
H 0.2779 0.6808 1.3619
H 0.5878 -1.0066 2.7826
H 0.4582 -1.7630 -2.7337
H 1.4831 -0.6799 -3.1868
*
```

Atomic partial charges in e from the Löwdin method, atoms 1 to 6:
1. C -0.02
2. C -0.45
3. C -0.05
4. C -0.33
5. C 0.02
6. N 0.14

=====

#d
A cluster of 3 separate species, C5H14N3 in total, computed with ωB97M-V/def2-TZVPD.

Calculated values
- LUMO energy: -8.416 eV
- Molecular weight: 116.2 g mol⁻¹
- HOMO-LUMO gap: 4.5 eV

Structure (ORCA input):
```
! RIJCOSX wB97M-V def2-TZVPD def2/J DEFGRID3
* xyz 1 1
C 0.8994 -2.5780 -2.1225
C 0.4720 -1.3397 -1.3779
C -0.7865 -1.1006 -0.9776
C -0.7743 1.5549 0.9049
N -0.9808 0.3046 4.5731
C -0.6280 1.0944 3.6039
N -0.2815 0.8115 2.2291
N 1.5877 1.4223 -2.2818
H 1.7434 -2.8827 -1.6161
H 0.2421 -3.4346 -2.0027
H 1.0427 -2.3578 -3.2085
H 1.1141 -0.4820 -1.4288
H -0.9408 -0.3192 -0.2104
H -1.6649 -1.6073 -1.4959
H -0.4181 2.5564 1.0135
H -1.8603 1.0809 0.9767
H -1.8540 -0.1066 4.3786
H -0.9468 2.1019 3.7296
H -0.5254 -0.1351 2.0370
H 0.7176 1.5659 -1.8101
H 2.2707 1.9468 -1.6719
H 1.5716 1.9040 -3.2422
*
```

Atomic partial charges in e from the Löwdin method, atoms 1 to 6:
1. C -0.06
2. C -0.18
3. C 0.03
4. C 0.26
5. N 0.14
6. C -0.20

=====

Energy ordering: #b at the bottom, the next structure 17.4 kcal/mol above.

=====

#a
The ion C5H14N3 with charge +1, computed with ωB97M-V/def2-TZVPD.

Calculated values
- Structure (SMILES): C[C@H]([NH3+])C/C(N)=C/N
- LUMO energy: -2.905 eV
- Molecular weight: 116.2 g mol⁻¹
- HOMO-LUMO gap: 8.6 eV

Structure (ORCA input):
```
! RIJCOSX wB97M-V def2-TZVPD def2/J DEFGRID3
* xyz 1 1
C 0.4616 -2.3696 1.4262
C 0.4539 -1.2985 0.3436
N 1.8428 -0.7826 0.1430
C -0.4034 -0.1073 0.7660
C -0.5830 0.9533 -0.3052
N 0.6075 1.3664 -1.0093
C -1.7946 1.4297 -0.6154
N -2.0070 2.3171 -1.6471
H 1.4103 -2.9270 1.4687
H 0.4067 -1.9081 2.4169
H -0.2804 -3.1491 1.3357
H 0.0726 -1.6553 -0.6064
H 1.7787 0.1626 -0.3050
H 2.3211 -0.6940 1.0489
H 2.4529 -1.4334 -0.3503
H -1.3711 -0.4741 1.1128
H 0.0050 0.3795 1.6682
H 0.7937 2.3661 -0.9709
H 0.5831 1.0288 -1.9658
H -2.6874 1.3406 -0.0227
H -2.8495 2.8546 -1.7365
H -1.2133 2.6002 -2.1953
*
```

Atomic partial charges in e from the Löwdin method, atoms 1 to 6:
1. C -0.04
2. C -0.34
3. N 0.19
4. C -0.13
5. C -0.33
6. N 0.04

=====

#b
A cluster of 2 separate species, C5H14N3 in total, computed with ωB97M-V/def2-TZVPD.

Calculated values
- LUMO energy: -3.205 eV
- Molecular weight: 116.2 g mol⁻¹
- HOMO-LUMO gap: 10.1 eV

Structure (ORCA input):
```
! RIJCOSX wB97M-V def2-TZVPD def2/J DEFGRID3
* xyz 1 1
C 1.5715 -2.3923 -0.1791
N 1.7351 0.3912 -0.7021
C 0.9014 -0.5210 -1.4077
N 0.7394 -1.7396 -1.1732
H 2.6195 -2.1007 -0.2358
H 1.5381 -3.4674 -0.3257
H 1.2440 -2.1897 0.8511
H 2.4560 -0.0738 -0.1588
H 2.1741 1.0595 -1.3244
H 0.3054 -0.0469 -2.1877
C -1.8652 1.5507 -0.5399
C -1.4349 0.7674 0.6501
C -1.9633 -0.3158 1.1696
N -0.1606 1.2684 1.2464
H -2.3553 0.8733 -1.2401
H -2.5466 2.3606 -0.2922
H -1.0013 1.9448 -1.0706
H -1.5832 -0.8019 2.0592
H -2.8316 -0.7789 0.7288
H -0.1952 2.2913 1.3123
H 0.6589 1.0189 0.6361
H -0.0062 0.9018 2.1838
*
```

Atomic partial charges in e from the Löwdin method, atoms 1 to 6:
1. C -0.13
2. N 0.05
3. C -0.30
4. N 0.00
5. H 0.07
6. H 0.08

=====

#c
A cluster of 2 separate species, C5H14N3 in total, computed with ωB97M-V/def2-TZVPD.

Calculated values
- LUMO energy: -2.986 eV
- Molecular weight: 116.2 g mol⁻¹
- HOMO-LUMO gap: 10.4 eV

Structure (ORCA input):
```
! RIJCOSX wB97M-V def2-TZVPD def2/J DEFGRID3
* xyz 1 1
C 1.4339 0.4503 -2.6222
C 1.0898 -0.7547 -3.0321
C -0.5125 1.6305 -2.2862
N 0.6097 1.2863 -1.8114
H 2.4091 0.8766 -2.8202
H 0.1209 -1.1803 -2.8024
H 1.7794 -1.3628 -3.5968
H -1.1649 2.2633 -1.6890
H -0.8365 1.3523 -3.2882
N 0.8695 0.1413 0.7391
C -0.4989 -0.3149 1.1576
C -0.5653 -0.5634 2.6574
N -1.9203 -0.9903 2.9753
H 1.2695 0.8248 1.3825
H 1.5005 -0.6605 0.7325
H 0.8677 0.5571 -0.2334
H -1.2150 0.4353 0.8287
H -0.7053 -1.2364 0.6185
H 0.1306 -1.3683 2.9023
H -0.2290 0.3304 3.1977
H -1.9246 -1.5331 3.8320
H -2.5081 -0.1836 3.1581
*
```

Atomic partial charges in e from the Löwdin method, atoms 1 to 6:
1. C -0.24
2. C 0.03
3. C 0.02
4. N -0.07
5. H 0.11
6. H 0.07

=====

Energy ordering: #a at the bottom, the next structure 21.3 kcal/mol above.